No. 1
ORCA calculation (ωB97M-V with the def2-TZVPD basis set) on C4H10O3S as an isolated structure in a non-equilibrium geometry.

```
! RIJCOSX wB97M-V def2-TZVPD def2/J DEFGRID3
* xyz 0 1
S 2.121 1.782 -0.708
O 1.557 -0.818 0.694
O -1.525 -2.407 1.120
O -1.665 -0.271 1.737
C -1.140 -0.702 -0.570
C -0.891 0.840 -0.511
C -0.483 0.734 -1.874
C -1.453 -1.257 0.844
H -1.042 1.247 -2.645
H 3.350 2.169 -0.354
H -0.145 1.142 0.232
H -1.806 1.378 -0.277
H -2.041 -1.024 -1.106
H 0.493 0.346 -2.135
H 2.381 -1.231 0.965
H -0.294 -1.352 -0.797
H -1.763 -0.710 2.582
H 1.756 0.045 0.196
*
```

Values from the calculation:
Energy, eV: -21283.99831
LUMO energy, eV: -2.46
Max |F|, eV Å⁻¹: 2.59
Energy above the lowest of the compared OMol25 structures with the same formula, charge and spin, kcal per mole: 101.2
HOMO, eV: -7.77
Orbital gap, eV: 5.3113

Löwdin atomic charge list, values in e, 8 entries:
1. S 0.255
2. O -0.152
3. O 0.149
4. O 0.116
5. C -0.084
6. C -0.222
7. C 0.132
8. C -0.524

---

No. 2
ORCA calculation (ωB97M-V with the def2-TZVPD basis set) on a 2-piece molecular cluster, C4H10O3S overall in a non-equilibrium geometry.

```
! RIJCOSX wB97M-V def2-TZVPD def2/J DEFGRID3
* xyz 0 1
S 0.982 -2.016 -3.371
O 0.727 -1.039 1.852
O -0.827 0.522 2.151
O -1.800 2.998 3.589
C 0.663 -0.468 -2.391
C 0.255 -0.967 -1.002
C -0.021 0.208 -0.070
C -0.135 -0.112 1.397
H -1.151 2.482 3.109
H 1.310 -1.432 -4.556
H 0.741 0.986 -0.148
H 1.641 -0.001 -2.357
H 0.728 -1.006 2.828
H -0.606 -1.629 -1.131
H -0.098 0.163 -2.818
H -0.977 0.680 -0.290
H 0.964 -1.634 -0.508
H -2.395 2.265 3.717
*
```

Values from the calculation:
Energy, eV: -21288.20538
LUMO energy, eV: 0.45
Max |F|, eV Å⁻¹: 1.97
Energy above the lowest of the compared OMol25 structures with the same formula, charge and spin, kcal per mole: 4.2
HOMO, eV: -9.35
Orbital gap, eV: 9.7975

Löwdin atomic charge list, values in e, 8 entries:
1. S 0.672
2. O 0.112
3. O 0.093
4. O -0.057
5. C -0.530
6. C -0.299
7. C -0.103
8. C -0.513

---

No. 3
ORCA calculation (ωB97M-V with the def2-TZVPD basis set) on a 2-piece molecular cluster, C4H10O3Si overall in a non-equilibrium geometry.

```
! RIJCOSX wB97M-V def2-TZVPD def2/J DEFGRID3
* xyz 0 1
Si 1.085 -0.040 0.785
O -2.697 -0.082 -1.103
O 0.574 0.522 2.080
O 2.056 0.455 -0.463
C 0.372 -1.567 -0.014
C -0.293 -2.551 0.682
C -2.782 0.775 0.037
C 2.928 1.586 -0.576
H -1.728 0.754 0.558
H -1.827 -0.422 -1.051
H -3.442 0.306 0.705
H -1.002 -3.254 0.258
H 3.258 2.121 0.303
H -3.060 1.755 -0.370
H 0.316 -1.447 -1.147
H 2.488 2.313 -1.278
H -0.116 -2.516 1.741
H 3.870 1.292 -1.147
*
```

Values from the calculation:
Energy, eV: -18329.41552
LUMO energy, eV: 0.01
Max |F|, eV Å⁻¹: 3.00
Energy above the lowest of the compared OMol25 structures with the same formula, charge and spin, kcal per mole: 59.5
HOMO, eV: -10.31
Orbital gap, eV: 10.3127

Löwdin atomic charge list, values in e, 8 entries:
1. Si 0.469
2. O -0.132
3. O -0.291
4. O -0.250
5. C -0.216
6. C -0.008
7. C -0.127
8. C -0.129